This record from the Open Molecules 2025 dataset describes a molecular structure, C39H50BBeN7S4. The level of theory is ωB97M-V with the def2-TZVPD basis set.

Geometry (Å):
C1 7.44 21.45 8.60
S1 13.03 16.24 10.32
H1 12.86 22.12 5.53
H2 6.05 20.99 6.91
S2 10.25 16.24 11.79
H3 16.84 17.71 9.39
C2 14.67 12.73 9.42
C3 8.04 20.04 8.68
H4 15.08 22.21 8.57
N1 12.60 19.58 8.29
H5 11.72 13.29 7.84
H6 11.88 21.30 6.75
C4 9.79 22.54 13.52
C5 14.73 18.20 9.39
H7 10.91 8.55 9.10
C6 7.73 17.64 8.36
C7 10.72 9.39 9.81
C8 13.79 20.01 8.10
H8 10.37 16.47 14.85
C9 9.11 17.54 8.58
H9 13.19 21.69 13.94
H10 12.58 10.44 9.34
C10 14.94 19.38 8.68
N2 9.82 18.62 9.03
C11 10.96 19.56 13.85
H11 8.10 23.49 9.04
C12 6.40 21.47 9.71
C13 14.26 22.43 7.88
N3 10.98 14.04 9.97
C14 12.77 13.08 7.93
Be1 11.08 15.69 9.85
H12 5.55 20.82 9.50
H13 9.53 22.22 14.52
S3 12.22 13.13 10.53
H14 11.26 22.21 10.90
H15 10.02 12.41 12.18
C15 7.24 18.92 8.32
C16 9.36 10.43 11.44
H16 9.15 22.57 7.99
C17 13.58 12.87 6.81
C18 14.96 12.73 7.00
C19 6.84 16.50 8.04
H17 6.04 22.48 9.87
C20 14.02 21.18 7.09
H18 11.41 23.78 11.84
H19 16.53 12.38 8.41
H20 8.92 8.52 10.54
H21 13.08 12.80 5.85
C21 12.26 22.21 14.21
H22 15.96 19.77 8.57
C22 8.51 22.50 8.88
N4 11.08 20.17 11.57
H23 12.06 16.47 14.32
H24 12.76 20.36 5.56
C23 10.72 17.88 12.24
H25 6.79 21.09 10.68
H26 8.97 22.24 12.88
H27 7.21 15.54 8.45
H28 15.06 12.50 10.43
C24 11.18 22.01 13.10
H29 13.45 22.86 8.46
N5 12.38 18.63 9.28
C25 15.22 20.86 6.17
H30 15.99 17.44 10.96
C26 15.47 12.59 8.29
N6 9.29 19.94 8.98
H31 10.12 13.47 9.81
N7 10.90 18.86 11.32
C27 11.00 20.52 12.80
H32 14.59 23.22 7.21
H33 6.24 19.14 8.06
H34 15.00 20.09 5.42
H35 15.64 12.85 6.14
S4 9.97 16.08 8.15
C28 6.79 21.71 7.20
H36 11.53 17.53 15.66
C29 11.66 22.73 11.78
H37 11.11 19.93 14.89
C30 12.82 21.25 6.18
C31 15.90 17.38 9.86
H38 16.02 20.56 6.82
H39 11.88 21.78 15.13
H40 12.75 22.74 11.75
H41 15.55 21.74 5.60
H42 8.49 10.56 12.09
H43 15.70 16.33 9.64
C32 13.37 17.77 9.61
H44 5.82 16.74 8.49
H45 9.78 23.61 13.56
C33 9.63 9.36 10.63
H46 6.42 22.72 7.32
C34 11.34 11.54 10.64
C35 10.25 11.53 11.45
B1 11.02 18.54 9.86
H47 9.16 22.17 9.70
H48 6.61 16.40 6.98
C36 11.63 10.42 9.85
H49 12.50 23.24 14.38
C37 13.35 13.02 9.20
C38 10.95 18.19 13.60
C39 11.25 17.11 14.65
H50 7.55 21.74 6.35

The largest force on an atom is 0.0692 hartree/bohr. For the electronic energy, the calculation gives -3531.32667 hartree. As for the net charge: +2. Its frontier orbital gap is 6.810 eV. As for the HOMO energy: -13.315 eV.